{"formula": "C46H52IKN10OP", "method": "ωB97M-V/def2-TZVPD", "symbols": ["K", "I", "C", "C", "C", "C", "C", "C", "C", "C", "C", "P", "C", "C", "C", "C", "C", "C", "C", "C", "C", "C", "C", "C", "C", "H", "H", "H", "H", "H", "H", "H", "H", "H", "H", "H", "H", "H", "H", "H", "H", "C", "C", "O", "N", "C", "C", "C", "C", "C", "C", "N", "H", "H", "H", "H", "H", "H", "H", "H", "H", "H", "C", "N", "C", "N", "C", "N", "C", "N", "C", "C", "H", "H", "H", "H", "H", "H", "H", "H", "H", "H", "H", "H", "C", "C", "C", "C", "N", "N", "C", "H", "H", "H", "H", "H", "H", "H", "H", "N", "C", "C", "C", "C", "C", "N", "H", "H", "H", "H", "H", "H"], "xyz": [[-0.380, -0.587, 1.095], [2.658, 1.154, 0.682], [4.108, -0.235, 0.068], [5.009, -0.579, 1.038], [6.148, -1.345, 0.733], [6.391, -1.680, -0.563], [5.478, -1.334, -1.588], [5.819, -1.637, -2.929], [4.986, -1.304, -3.950], [3.726, -0.756, -3.649], [3.317, -0.481, -2.368], [1.501, -0.169, -2.151], [1.307, 1.443, -3.007], [0.096, 1.809, -3.603], [-0.064, 3.066, -4.172], [0.979, 3.981, -4.153], [2.182, 3.633, -3.554], [2.342, 2.379, -2.982], [0.765, -1.368, -3.333], [0.661, -1.218, -4.716], [0.058, -2.197, -5.490], [-0.451, -3.344, -4.896], [-0.359, -3.505, -3.523], [0.239, -2.520, -2.748], [4.250, -0.671, -1.288], [4.868, -0.220, 2.049], [6.843, -1.611, 1.518], [7.295, -2.208, -0.839], [6.768, -2.122, -3.120], [5.256, -1.502, -4.978], [3.039, -0.591, -4.468], [-0.721, 1.101, -3.662], [-1.002, 3.321, -4.650], [0.858, 4.955, -4.609], [3.006, 4.335, -3.542], [3.294, 2.117, -2.537], [1.043, -0.328, -5.200], [-0.016, -2.063, -6.562], [-0.923, -4.105, -5.504], [-0.766, -4.390, -3.051], [0.275, -2.635, -1.669], [1.542, -4.677, 0.074], [0.675, -3.935, 1.056], [-0.027, -2.987, 0.709], [0.708, -4.364, 2.333], [-0.082, -3.746, 3.387], [0.668, -2.667, 4.136], [1.182, -2.912, 5.400], [1.864, -1.899, 6.058], [2.010, -0.679, 5.424], [1.462, -0.525, 4.159], [0.799, -1.486, 3.521], [2.225, -3.968, -0.395], [0.906, -5.090, -0.708], [2.116, -5.481, 0.530], [1.323, -5.122, 2.571], [-0.401, -4.526, 4.077], [-0.968, -3.319, 2.919], [1.043, -3.880, 5.865], [2.270, -2.062, 7.048], [2.530, 0.144, 5.895], [1.559, 0.419, 3.635], [-3.664, -1.029, -0.100], [-2.772, 0.120, -0.346], [-2.235, -0.022, -1.708], [-3.277, -0.074, -2.726], [-4.143, -1.219, -2.418], [-4.740, -1.113, -1.083], [-5.509, 0.135, -1.026], [-4.674, 1.309, -1.298], [-3.599, 1.339, -0.311], [-4.079, 1.149, -2.625], [-4.092, -0.930, 0.900], [-3.074, -1.950, -0.142], [-1.639, -0.937, -1.769], [-1.584, 0.833, -1.909], [-3.550, -2.135, -2.474], [-4.940, -1.272, -3.160], [-5.951, 0.236, -0.033], [-6.312, 0.090, -1.763], [-4.028, 1.444, 0.685], [-2.958, 2.204, -0.505], [-3.439, 2.010, -2.834], [-4.873, 1.115, -3.373], [-0.098, 5.622, -1.007], [-0.039, 4.638, 0.109], [0.179, 4.809, 1.459], [0.144, 3.517, 2.013], [-0.103, 2.605, 1.077], [-0.197, 3.311, -0.075], [0.364, 3.114, 3.435], [-0.415, 6.593, -0.631], [-0.798, 5.303, -1.778], [0.880, 5.739, -1.473], [0.342, 5.741, 1.973], [-0.293, 2.828, -0.956], [-0.058, 3.850, 4.119], [1.433, 3.042, 3.651], [-0.096, 2.147, 3.640], [-2.892, 2.439, 2.774], [-2.926, 1.489, 3.765], [-3.667, 1.703, 4.939], [-3.715, 0.705, 5.881], [-3.035, -0.489, 5.648], [-2.333, -0.601, 4.469], [-2.259, 0.355, 3.535], [-3.132, 3.382, 3.030], [-2.131, 2.355, 2.114], [-4.190, 2.639, 5.084], [-4.280, 0.848, 6.794], [-3.053, -1.302, 6.360], [-1.787, -1.511, 4.249]], "e_tot_ha": -3645.81543, "total_charge": 1, "lumo_ev": -1.86, "homo_energy_ev": -10.022}

{"formula": "C46H53CrFN5O9PS2Te", "method": "ωB97M-V/def2-TZVPD", "symbols": ["Cr", "C", "C", "C", "C", "C", "C", "C", "S", "O", "O", "N", "C", "C", "C", "C", "C", "N", "H", "H", "H", "H", "H", "H", "H", "H", "H", "H", "H", "C", "C", "N", "C", "C", "C", "O", "O", "C", "O", "C", "C", "C", "F", "C", "C", "C", "N", "C", "C", "N", "C", "C", "H", "H", "H", "H", "H", "H", "H", "H", "H", "H", "H", "H", "H", "H", "H", "H", "H", "H", "C", "C", "O", "P", "O", "Te", "O", "C", "C", "H", "H", "H", "H", "H", "H", "H", "H", "H", "H", "O", "S", "C", "C", "C", "C", "C", "C", "C", "C", "C", "C", "C", "C", "C", "C", "H", "H", "H", "H", "H", "H", "H", "H", "H", "H", "H", "H", "H", "H"], "xyz": [[-0.504, 0.705, 0.252], [4.660, 7.098, 1.729], [4.173, 5.679, 1.624], [4.465, 4.746, 2.611], [4.030, 3.430, 2.501], [3.296, 3.051, 1.392], [2.996, 3.964, 0.386], [3.434, 5.269, 0.512], [2.703, 1.392, 1.223], [3.209, 0.641, 2.348], [3.007, 0.953, -0.105], [1.096, 1.576, 1.313], [0.432, 1.497, 2.501], [0.886, 1.665, 3.822], [-0.022, 1.495, 4.839], [-1.352, 1.147, 4.572], [-1.724, 0.998, 3.258], [-0.863, 1.203, 2.259], [5.027, 7.318, 2.731], [3.863, 7.805, 1.494], [5.475, 7.281, 1.026], [5.041, 5.049, 3.477], [4.264, 2.696, 3.261], [2.433, 3.646, -0.486], [3.205, 5.983, -0.270], [1.922, 1.892, 4.016], [0.303, 1.619, 5.865], [-2.067, 0.990, 5.366], [-2.728, 0.707, 2.971], [-1.838, -6.416, -1.554], [-2.072, -5.973, -0.115], [-1.462, -4.687, 0.180], [-2.238, -3.565, 0.111], [-1.762, -2.311, 0.287], [-2.753, -1.183, 0.155], [-3.950, -1.425, 0.206], [-2.275, 0.007, -0.038], [-0.371, -2.144, 0.598], [0.184, -0.989, 0.818], [0.435, -3.293, 0.695], [1.819, -3.162, 1.025], [2.589, -4.288, 1.050], [3.927, -4.173, 1.329], [2.105, -5.562, 0.789], [0.726, -5.705, 0.488], [-0.097, -4.594, 0.453], [2.973, -6.707, 0.742], [3.595, -7.020, 2.015], [4.283, -8.367, 1.939], [5.301, -8.311, 0.828], [4.656, -7.961, -0.489], [3.952, -6.630, -0.329], [-2.281, -7.397, -1.729], [-0.773, -6.470, -1.778], [-2.293, -5.705, -2.244], [-1.693, -6.711, 0.594], [-3.140, -5.873, 0.077], [-3.288, -3.713, -0.099], [2.235, -2.186, 1.229], [0.359, -6.699, 0.278], [2.824, -7.064, 2.783], [4.325, -6.255, 2.328], [3.583, -9.158, 1.674], [4.809, -8.620, 2.857], [5.806, -9.193, 0.758], [5.985, -7.585, 1.055], [3.953, -8.762, -0.709], [5.441, -7.930, -1.243], [3.437, -6.395, -1.259], [4.700, -5.838, -0.159], [2.186, -1.894, -2.393], [1.263, -1.368, -3.468], [1.447, 0.051, -3.661], [0.470, 1.051, -2.880], [0.238, 0.454, -1.510], [1.255, 3.242, -3.183], [-0.960, 0.839, -3.601], [-1.135, 1.228, -4.968], [-2.236, 0.375, -5.556], [2.068, -2.978, -2.306], [1.956, -1.437, -1.432], [3.225, -1.668, -2.638], [0.218, -1.572, -3.220], [1.479, -1.819, -4.438], [-0.199, 1.097, -5.516], [-1.387, 2.291, -4.996], [-1.949, -0.677, -5.554], [-2.440, 0.680, -6.584], [-3.152, 0.476, -4.973], [-1.159, 2.478, -0.421], [-1.748, 3.628, 0.366], [-3.479, 3.165, 0.614], [-4.161, 4.153, 1.516], [-3.688, 4.360, 2.812], [-4.307, 5.276, 3.648], [-5.409, 5.993, 3.201], [-5.889, 5.787, 1.916], [-5.266, 4.874, 1.077], [-1.841, 4.921, -0.903], [-2.805, 4.677, -2.023], [-3.870, 5.549, -2.227], [-4.780, 5.325, -3.250], [-4.635, 4.217, -4.073], [-3.571, 3.347, -3.878], [-2.651, 3.576, -2.866], [-3.403, 2.170, 1.055], [-3.955, 3.056, -0.358], [-2.833, 3.795, 3.166], [-3.931, 5.428, 4.651], [-5.894, 6.707, 3.854], [-6.754, 6.336, 1.565], [-5.642, 4.709, 0.075], [-0.807, 4.929, -1.263], [-2.045, 5.852, -0.372], [-3.987, 6.409, -1.577], [-5.601, 6.014, -3.402], [-5.347, 4.035, -4.868], [-3.450, 2.482, -4.518], [-1.816, 2.901, -2.723]], "e_tot_ha": -5285.86259, "multiplicity": 5, "total_charge": 0, "lumo_ev": [-1.28, -1.29], "homo_energy_ev": [-4.358, -6.157]}

{"formula": "C46H53CsFN9O3S3", "method": "ωB97M-V/def2-TZVPD", "symbols": ["Cs", "S", "C", "S", "C", "C", "N", "C", "N", "C", "C", "C", "C", "C", "C", "C", "F", "C", "C", "C", "O", "C", "C", "N", "C", "C", "O", "O", "H", "H", "H", "H", "H", "H", "H", "H", "H", "H", "H", "C", "C", "C", "C", "C", "C", "C", "N", "C", "C", "C", "C", "C", "C", "C", "N", "C", "C", "C", "C", "H", "H", "H", "H", "H", "H", "H", "H", "H", "H", "H", "H", "H", "H", "H", "H", "H", "H", "H", "H", "H", "H", "H", "H", "C", "N", "C", "C", "N", "C", "S", "H", "H", "H", "H", "H", "H", "H", "H", "N", "C", "N", "C", "C", "C", "C", "C", "H", "H", "H", "H", "H", "H", "H", "H", "H", "H"], "xyz": [[-1.502, -0.151, 0.794], [-0.726, 0.693, 5.031], [-0.371, 2.391, 5.028], [0.293, 3.221, 3.673], [-0.662, 3.111, 6.204], [-1.236, 2.500, 7.355], [-1.706, 2.080, 8.325], [-0.396, 4.500, 6.354], [-0.166, 5.618, 6.544], [-6.898, -0.446, -4.024], [-6.248, 0.865, -4.450], [-7.277, 1.984, -4.401], [-6.639, 3.334, -4.662], [-5.584, 3.583, -3.625], [-5.297, 4.841, -3.155], [-4.287, 5.025, -2.212], [-4.043, 6.288, -1.794], [-3.557, 3.982, -1.725], [-3.837, 2.689, -2.191], [-3.010, 1.569, -1.680], [-2.204, 1.751, -0.769], [-3.205, 0.313, -2.365], [-4.208, 0.208, -3.263], [-5.095, 1.197, -3.593], [-4.853, 2.481, -3.127], [-2.349, -0.952, -2.154], [-1.634, -1.273, -3.112], [-2.514, -1.527, -1.052], [-7.854, -0.553, -4.538], [-7.080, -0.443, -2.948], [-6.299, -1.322, -4.260], [-5.885, 0.771, -5.482], [-7.744, 1.988, -3.411], [-8.057, 1.759, -5.132], [-7.380, 4.135, -4.646], [-6.186, 3.335, -5.661], [-5.843, 5.703, -3.517], [-2.775, 4.117, -0.990], [-4.340, -0.725, -3.791], [4.742, -2.896, -3.736], [3.804, -3.718, -2.853], [4.651, -4.659, -1.987], [2.884, -4.542, -3.759], [2.952, -2.841, -1.939], [2.018, -3.424, -1.084], [1.283, -2.600, -0.251], [1.399, -1.283, -0.216], [2.266, -0.712, -1.039], [3.068, -1.455, -1.904], [2.330, 0.791, -0.946], [2.942, 1.568, -1.917], [2.969, 2.955, -1.775], [2.371, 3.483, -0.640], [1.774, 2.630, 0.286], [1.754, 1.315, 0.136], [3.671, 3.815, -2.824], [3.415, 5.305, -2.603], [5.181, 3.557, -2.738], [3.176, 3.443, -4.227], [5.318, -3.568, -4.376], [5.449, -2.314, -3.144], [4.192, -2.210, -4.381], [5.277, -5.293, -2.620], [4.025, -5.306, -1.373], [5.299, -4.093, -1.317], [3.480, -5.166, -4.430], [2.247, -3.894, -4.362], [2.232, -5.196, -3.180], [1.859, -4.493, -1.049], [0.559, -3.027, 0.434], [3.783, -0.950, -2.535], [3.379, 1.100, -2.788], [2.343, 4.546, -0.450], [1.297, 3.006, 1.187], [3.832, 5.653, -1.658], [2.349, 5.534, -2.607], [3.888, 5.876, -3.404], [5.563, 3.810, -1.748], [5.711, 4.163, -3.478], [5.412, 2.508, -2.927], [2.096, 3.569, -4.307], [3.410, 2.411, -4.483], [3.653, 4.087, -4.970], [4.213, -2.333, 1.916], [3.644, -1.469, 2.916], [3.730, -0.020, 2.733], [2.807, 0.513, 3.832], [2.014, -0.665, 4.130], [2.486, -1.769, 3.587], [1.802, -3.328, 3.723], [3.841, -2.083, 0.915], [3.940, -3.361, 2.146], [5.302, -2.235, 1.916], [3.362, 0.244, 1.734], [4.760, 0.325, 2.836], [2.158, 1.340, 3.529], [3.366, 0.827, 4.720], [1.094, -0.570, 4.570], [-2.976, -1.398, 3.038], [-2.913, -2.073, 3.973], [-2.702, -2.889, 4.988], [-1.906, -2.327, 6.108], [-1.922, -3.346, 7.229], [-1.190, -4.625, 6.799], [-1.363, -4.890, 5.295], [-2.685, -4.334, 4.781], [-2.327, -1.363, 6.387], [-0.882, -2.132, 5.771], [-2.964, -3.568, 7.480], [-1.465, -2.913, 8.119], [-1.548, -5.478, 7.383], [-0.124, -4.520, 7.010], [-1.305, -5.958, 5.070], [-0.556, -4.401, 4.742], [-3.531, -4.794, 5.308], [-2.812, -4.533, 3.716]], "e_tot_ha": -3817.93208, "total_charge": -2, "lumo_ev": 3.19, "homo_energy_ev": -1.179}

{"formula": "C46H53I3InN2O4P2", "method": "ωB97M-V/def2-TZVPD", "symbols": ["In", "I", "C", "I", "H", "H", "I", "C", "C", "C", "C", "C", "C", "C", "C", "C", "P", "C", "C", "C", "C", "C", "C", "C", "C", "C", "C", "C", "C", "C", "H", "H", "H", "H", "H", "H", "H", "H", "H", "H", "H", "H", "H", "H", "H", "H", "C", "C", "C", "C", "C", "C", "C", "C", "C", "C", "N", "C", "C", "C", "C", "C", "N", "H", "H", "H", "H", "H", "H", "H", "H", "H", "H", "H", "H", "H", "H", "H", "H", "H", "C", "C", "C", "C", "O", "P", "O", "O", "O", "C", "C", "C", "C", "H", "H", "H", "H", "H", "H", "H", "H", "H", "H", "H", "H", "H", "H", "H", "H", "H", "H"], "xyz": [[0.039, -0.891, 0.929], [-1.566, 0.806, 4.691], [0.127, -0.320, 5.330], [0.602, -2.029, 4.129], [-0.095, -0.681, 6.328], [0.965, 0.368, 5.289], [-2.056, 1.149, 0.866], [-2.861, 1.635, -1.072], [-4.114, 2.177, -0.930], [-4.799, 2.731, -2.016], [-4.187, 2.743, -3.232], [-2.903, 2.187, -3.411], [-2.335, 2.271, -4.699], [-1.092, 1.777, -4.951], [-0.400, 1.147, -3.915], [-0.904, 1.018, -2.636], [0.304, 0.033, -1.622], [0.584, -1.477, -2.604], [1.704, -2.232, -2.250], [1.962, -3.441, -2.868], [1.106, -3.908, -3.854], [0.009, -3.152, -4.230], [-0.261, -1.943, -3.605], [1.831, 0.996, -1.917], [2.002, 2.165, -1.180], [3.096, 2.981, -1.414], [4.020, 2.643, -2.389], [3.857, 1.477, -3.123], [2.770, 0.653, -2.890], [-2.185, 1.576, -2.321], [-4.577, 2.198, 0.047], [-5.777, 3.164, -1.872], [-4.669, 3.194, -4.088], [-2.910, 2.745, -5.482], [-0.639, 1.855, -5.928], [0.575, 0.742, -4.143], [2.392, -1.845, -1.508], [2.825, -4.021, -2.575], [1.302, -4.856, -4.332], [-0.646, -3.504, -5.014], [-1.121, -1.363, -3.912], [1.290, 2.421, -0.404], [3.246, 3.875, -0.826], [4.873, 3.282, -2.575], [4.575, 1.209, -3.885], [2.669, -0.252, -3.473], [-2.941, -3.661, 3.805], [-3.106, -2.226, 3.299], [-3.786, -2.162, 1.963], [-5.168, -2.041, 1.906], [-5.831, -1.978, 0.694], [-5.105, -2.023, -0.480], [-3.721, -2.158, -0.462], [-2.987, -2.239, -1.771], [-3.090, -3.639, -2.380], [-3.060, -2.245, 0.768], [-1.647, -2.415, 0.802], [-1.115, -3.586, 0.637], [0.277, -3.783, 0.613], [1.034, -4.956, 0.501], [2.368, -4.577, 0.585], [2.384, -3.191, 0.741], [1.133, -2.715, 0.745], [-2.433, -3.658, 4.768], [-2.348, -4.258, 3.110], [-3.912, -4.138, 3.930], [-2.120, -1.766, 3.211], [-3.688, -1.650, 4.020], [-5.720, -1.996, 2.836], [-6.908, -1.890, 0.667], [-5.608, -1.958, -1.437], [-1.935, -1.982, -1.628], [-3.425, -1.516, -2.462], [-2.618, -4.381, -1.737], [-2.594, -3.670, -3.349], [-4.135, -3.919, -2.512], [-1.756, -4.459, 0.531], [0.640, -5.951, 0.386], [3.235, -5.211, 0.545], [3.233, -2.538, 0.862], [-0.634, 4.709, 1.282], [0.693, 4.256, 1.885], [1.866, 4.871, 1.124], [0.751, 4.662, 3.353], [0.712, 2.806, 1.707], [1.655, 1.770, 2.466], [1.785, 1.964, 3.916], [1.088, 0.387, 2.058], [3.018, 1.933, 1.654], [4.240, 1.182, 1.874], [4.221, 0.400, 3.183], [4.388, 0.231, 0.686], [5.367, 2.210, 1.890], [-0.688, 5.796, 1.304], [-1.468, 4.299, 1.851], [-0.721, 4.376, 0.248], [1.984, 5.913, 1.414], [1.702, 4.822, 0.046], [2.781, 4.336, 1.373], [0.646, 5.743, 3.426], [1.693, 4.366, 3.804], [-0.054, 4.182, 3.907], [3.401, -0.320, 3.173], [4.070, 1.081, 4.016], [5.162, -0.129, 3.318], [3.488, -0.384, 0.606], [5.254, -0.417, 0.823], [4.503, 0.792, -0.239], [5.225, 2.899, 2.720], [5.367, 2.776, 0.959], [6.330, 1.716, 2.004]], "e_tot_ha": -3961.07971, "total_charge": 1, "lumo_ev": -2.75, "homo_energy_ev": -10.858}